9
Properties=species:S:1:pos:R:3 method="wB97M-V/def2-TZVPD" total_charge=+1 s_squared=2.0059 homo_ev="-11.93 / -16.93" multiplicity=3 e_lumo_ha="-0.163 / -0.278" homo_lumo_gap_ev="7.50 / 9.36"
C 1.2638 -1.5138 -1.2151
C 1.0364 -0.2841 -0.4425
N -0.2032 -0.1039 0.2221
O 1.0188 -2.4491 -2.2426
O 1.7218 -1.4637 -0.0098
H 1.4805 0.7224 -0.8107
H -0.2123 0.1433 1.1514
H -0.7068 -0.9566 0.1158
H -0.7734 0.7223 -0.1296